# 1
This record from OMol25 describes an isolated molecule of C4H5ClI2O. The level of theory is wB97M-V/def2-TZVPD.

Calculated values
F_max (eV/Å): 3.81
Orbital gap (eV): 7.91
HOMO level (eV): -9.3
Energy relative to the best compared isomer or geometry (same formula, charge and spin) (kcal/mol): 0.6
Total energy (a.u.): -1286.14786

Geometry as XYZ:
```
13
Properties=species:S:1:pos:R:3:forces:R:3
Cl -2.742 -2.226 2.178 -0.626 0.160 0.091
I -2.320 1.349 1.689 0.897 -2.191 -1.513
I 0.536 -1.900 -1.603 -1.031 1.729 0.609
O -0.275 1.428 -2.470 0.330 0.259 -0.518
C -1.470 -0.466 0.382 1.741 1.595 -1.855
C -0.611 -0.202 -0.687 -1.083 1.640 3.262
C -1.682 -1.896 0.814 0.757 0.589 0.938
C -0.159 1.321 -1.051 -1.166 -1.518 -1.873
H 0.493 1.095 -2.962 -0.212 -0.006 0.572
H -0.713 -2.239 1.203 -0.208 -0.124 -0.583
H -2.000 -2.447 -0.053 -0.133 -0.428 -0.134
H -0.837 2.164 -0.747 0.392 -1.484 0.548
H 0.852 1.542 -0.746 0.341 -0.221 0.456
```
Forces are in eV/Å.

# 2
This record from OMol25 describes a cluster of 2 separate species, C8H12N2O in total. The level of theory is wB97M-V/def2-TZVPD.

Calculated values
F_max (eV/Å): 3.88
Orbital gap (eV): 9.79
HOMO level (eV): -9.4
Energy relative to the best compared isomer or geometry (same formula, charge and spin) (kcal/mol): 93.3
Total energy (a.u.): -496.64381

Geometry as XYZ:
```
23
Properties=species:S:1:pos:R:3:forces:R:3
C -3.479 0.104 2.309 2.651 2.105 -0.958
C -2.609 0.543 1.212 0.715 1.241 1.375
C -1.522 -0.365 0.759 -2.476 2.946 -0.532
C -1.597 -1.647 1.206 -0.230 0.073 2.129
C -2.439 -1.844 2.354 1.908 -3.270 -0.398
C 4.022 0.401 -1.793 0.260 -0.774 0.901
C 2.522 0.602 -1.931 -0.218 3.236 -1.866
C 0.258 0.640 -1.320 0.750 0.296 -1.759
H -4.074 0.795 2.918 -0.180 0.081 -0.973
H -2.566 1.776 0.991 -0.317 -3.787 0.264
H -0.782 0.029 0.006 -1.753 -1.397 2.137
H -0.817 -2.383 0.976 -0.614 0.094 -0.049
H -2.287 -2.846 2.839 -0.305 0.959 -0.288
H 4.325 -0.318 -0.877 -0.506 1.459 -2.349
H 4.242 1.493 -1.425 0.501 -2.027 -1.109
H 4.387 0.058 -2.907 -0.477 1.155 3.279
H 2.015 0.200 0.066 -1.475 1.788 -2.584
H 0.253 1.179 -2.346 -0.009 -1.030 1.868
H -0.075 -0.505 -1.522 0.849 2.756 0.660
H -0.356 1.237 -0.638 -0.039 -0.216 -0.698
N -3.251 -1.031 2.966 -0.634 -0.187 -0.992
N 1.670 0.830 -0.799 1.049 -3.661 -0.081
O 2.160 1.052 -3.045 0.549 -1.840 2.025
```
Forces are in eV/Å.

# 3
This record from OMol25 describes a structure of composition C31H35F5FeN2O4P. The level of theory is wB97M-V/def2-TZVPD.

Calculated values
F_max (eV/Å): 4.61
Charge: -1
Multiplicity: 5
Orbital gap (alpha / beta) (eV): 4.92 / 4.87
HOMO level (alpha / beta) (eV): -4.2 / -4.1
Energy relative to the best compared isomer or geometry (same formula, charge and spin) (kcal/mol): 27.9
<S²>: 6.01
Total energy (a.u.): -3717.07197

Geometry as XYZ:
```
79
Properties=species:S:1:pos:R:3:forces:R:3
Fe 9.990 -7.028 14.420 0.512 -0.179 0.520
C 11.215 -1.868 17.848 0.838 0.370 -0.818
C 10.519 -2.790 16.824 -0.008 -0.049 -0.206
C 11.239 -2.819 15.488 0.257 -0.260 -0.840
P 10.306 -4.438 17.638 0.289 -1.063 0.726
C 11.560 -5.744 17.093 -0.145 -0.104 -0.586
C 12.941 -5.257 16.671 1.250 0.314 0.289
C 11.741 -6.741 18.285 0.759 -0.559 -0.853
C 8.654 -5.038 17.113 -0.989 0.308 -0.313
C 7.820 -4.763 18.225 -0.714 -0.106 0.165
C 6.424 -4.608 18.170 0.920 -0.829 -0.061
C 5.651 -4.235 19.421 -0.764 -0.858 -1.423
C 5.849 -4.915 16.934 -0.849 0.384 1.593
C 6.594 -5.208 15.837 -0.458 -0.325 -1.347
C 7.987 -5.334 15.849 0.453 0.396 0.345
N 8.621 -5.737 14.684 -0.410 0.590 -0.580
C 7.964 -5.612 13.392 -0.710 1.297 -0.196
C 8.086 -4.358 12.659 -0.579 -2.101 0.489
C 8.610 -3.083 13.256 -0.124 -0.297 0.236
C 7.661 -4.353 11.330 0.194 -0.187 -0.308
C 6.996 -5.427 10.731 -0.434 -0.510 0.947
C 6.719 -5.420 9.257 0.347 -0.395 -0.761
C 6.636 -6.527 11.553 0.664 1.047 -1.057
C 7.158 -6.662 12.823 1.030 1.287 0.799
C 6.923 -7.948 13.543 0.916 -0.485 0.142
H 11.294 -0.839 17.433 -0.048 -0.485 0.235
H 12.250 -2.201 18.080 -0.551 0.050 -0.258
H 10.691 -1.832 18.786 -0.362 0.016 0.345
H 9.506 -2.377 16.648 0.263 -0.422 0.238
H 12.319 -3.041 15.609 -0.691 0.391 -0.138
H 11.089 -1.854 14.998 0.377 0.185 -0.052
H 10.838 -3.565 14.764 0.281 0.267 0.786
H 11.057 -6.249 16.204 0.913 0.328 1.066
H 13.350 -4.431 17.300 -0.449 -0.464 -0.042
H 13.010 -4.912 15.638 -0.353 -0.243 0.174
H 13.683 -6.087 16.777 -0.571 0.515 -0.176
H 11.455 -6.316 19.235 -0.069 0.267 0.307
H 12.826 -7.079 18.356 -1.323 0.415 -0.099
H 11.136 -7.631 18.117 -0.086 -0.067 0.091
H 8.265 -4.733 19.236 0.024 0.391 -0.754
H 6.200 -4.517 20.306 0.057 0.012 0.357
H 4.673 -4.764 19.377 0.503 0.335 0.367
H 5.445 -3.175 19.402 -0.047 0.371 0.296
H 4.768 -5.047 16.867 0.068 0.502 -0.074
H 6.010 -5.345 14.904 0.763 -0.200 0.520
H 9.588 -2.856 12.833 0.182 0.067 0.270
H 8.638 -3.122 14.357 0.195 -0.022 -0.507
H 7.935 -2.278 12.964 -0.003 0.090 0.027
H 7.931 -3.493 10.702 -0.281 -0.180 0.272
H 6.534 -4.421 8.862 -0.133 0.085 0.124
H 5.905 -6.084 8.924 0.115 0.242 0.411
H 7.613 -5.782 8.708 -0.302 0.126 0.301
H 6.019 -7.331 11.168 0.041 -0.013 -0.192
H 5.888 -8.245 13.492 -0.382 -0.189 -0.117
H 7.214 -7.903 14.590 -0.015 0.108 0.124
H 7.559 -8.727 13.071 -0.458 0.182 0.257
O 10.314 -8.995 13.951 -0.382 -0.537 0.964
C 9.927 -9.399 15.117 -0.036 1.591 -1.018
O 9.540 -8.573 15.984 0.321 -0.748 -0.336
C 9.906 -10.849 15.374 -0.236 -0.794 0.213
C 10.465 -11.754 14.483 0.976 0.230 -0.590
C 10.525 -13.114 14.761 0.137 0.317 -0.823
C 9.798 -13.559 15.853 -0.008 1.580 0.264
C 9.192 -12.691 16.767 -0.297 0.717 0.367
C 9.289 -11.318 16.522 -0.347 -0.404 0.626
N 9.605 -14.935 16.010 0.428 -3.979 -0.189
O 10.161 -15.728 15.202 -0.998 1.587 1.425
O 8.898 -15.328 16.934 0.459 0.255 -0.664
H 10.921 -11.352 13.570 -0.105 -0.198 0.491
H 11.112 -13.792 14.108 -0.854 0.438 0.608
H 8.640 -13.018 17.677 0.596 -0.073 -1.089
H 8.839 -10.593 17.208 0.241 -0.310 -0.244
F 12.583 -7.232 14.012 0.611 -2.329 -0.396
C 12.254 -5.977 13.693 -0.280 3.778 2.626
F 11.039 -6.031 12.962 -0.108 -0.467 -2.153
C 13.329 -5.377 12.847 -1.382 -1.561 0.934
F 14.475 -5.379 13.607 -0.529 0.254 -1.423
F 13.022 -4.117 12.468 0.717 -0.846 -0.236
F 13.485 -6.199 11.753 1.172 1.150 -0.418
```
Forces are in eV/Å.

# 4
This record from OMol25 describes an isolated molecule of C21H30N2O4S. The level of theory is wB97M-V/def2-TZVPD.

Calculated values
F_max (eV/Å): 0.83
Orbital gap (eV): 8.30
HOMO level (eV): -7.7
Energy relative to the best compared isomer or geometry (same formula, charge and spin) (kcal/mol): 13.3
Total energy (a.u.): -1626.87375

Geometry as XYZ:
```
58
Properties=species:S:1:pos:R:3:forces:R:3
C -5.469 -2.306 1.600 -0.166 0.451 0.052
H -4.794 -2.556 0.787 0.081 -0.059 -0.125
H -6.177 -3.118 1.736 -0.054 -0.124 -0.004
H -4.887 -2.187 2.509 0.052 -0.029 0.097
C -6.211 -1.010 1.283 -0.157 -0.426 -0.082
C -6.979 -1.129 -0.035 0.170 0.233 0.353
H -7.571 -0.237 -0.228 -0.079 0.049 -0.074
H -7.650 -1.982 0.008 -0.105 -0.087 -0.025
H -6.282 -1.270 -0.859 0.079 -0.039 -0.093
O -5.231 0.017 1.242 0.165 -0.117 0.009
C -5.725 1.339 1.316 -0.111 0.391 0.220
C -4.548 2.309 1.413 -0.195 -0.365 -0.326
C -3.772 2.423 0.105 -0.026 0.379 0.232
N -3.146 1.160 -0.203 0.007 -0.471 0.053
C -2.160 1.038 -1.112 -0.045 -0.027 -0.062
N -1.677 -0.206 -1.348 -0.164 0.151 0.233
C -0.656 -0.433 -2.342 0.344 0.035 -0.343
C 0.719 -0.607 -1.684 -0.229 0.131 0.013
H 1.364 -1.180 -2.353 0.057 -0.003 -0.037
H 1.178 0.369 -1.530 0.021 0.020 -0.073
C 0.565 -1.338 -0.334 -0.139 -0.459 -0.061
C 1.814 -2.159 -0.064 -0.401 0.173 0.119
O 1.785 -3.371 -0.050 0.014 0.031 -0.054
C 3.080 -1.414 0.122 0.626 -0.012 0.111
C 3.139 -0.063 0.453 0.146 -0.123 -0.037
C 4.360 0.572 0.606 0.171 -0.081 0.055
C 5.551 -0.135 0.393 -0.216 0.036 -0.040
C 5.492 -1.493 0.095 0.026 0.236 0.065
C 4.275 -2.124 -0.027 -0.138 0.034 -0.035
H 4.221 -3.176 -0.259 -0.002 -0.079 -0.017
H 6.420 -2.025 -0.043 0.121 -0.066 -0.033
O 6.774 0.464 0.468 -0.100 -0.381 0.059
C 6.715 1.875 0.472 -0.278 0.516 0.126
C 5.616 2.352 1.418 0.562 -0.027 -0.003
H 5.556 3.441 1.442 0.066 -0.090 0.018
O 4.359 1.892 0.974 -0.262 -0.153 -0.198
H 5.818 1.971 2.429 -0.033 0.070 -0.088
H 7.697 2.225 0.792 -0.104 0.022 -0.033
H 6.503 2.241 -0.542 0.060 -0.038 0.096
H 2.256 0.529 0.627 -0.169 0.084 -0.013
C -0.683 -2.220 -0.372 0.113 0.186 0.152
H -0.615 -2.902 -1.219 -0.010 -0.052 0.034
H -0.738 -2.829 0.531 -0.046 -0.053 -0.079
C -1.926 -1.330 -0.465 -0.184 -0.303 0.076
H -2.164 -0.953 0.534 -0.019 -0.017 -0.059
H -2.783 -1.916 -0.828 0.008 0.023 0.137
H 0.440 -0.604 0.467 0.036 0.054 -0.003
H -0.644 0.422 -3.019 -0.030 -0.237 0.055
H -0.929 -1.328 -2.909 0.018 0.017 0.017
S -1.565 2.378 -1.899 0.280 0.704 -0.350
H -3.676 0.355 0.103 0.150 -0.079 -0.043
H -2.989 3.183 0.186 -0.185 -0.095 -0.049
H -4.445 2.729 -0.708 0.111 0.040 0.062
H -4.932 3.293 1.683 -0.008 0.022 0.016
H -3.878 1.967 2.203 -0.001 0.059 0.106
H -6.368 1.439 2.205 0.032 -0.045 -0.111
H -6.328 1.580 0.430 0.012 -0.012 0.068
H -6.921 -0.786 2.096 0.128 0.001 -0.086
```
Forces are in eV/Å.

# 5
This record from OMol25 describes a cluster of 2 separate species, C6H11N4 in total. The level of theory is wB97M-V/def2-TZVPD.

Calculated values
F_max (eV/Å): 3.28
Charge: +1
Orbital gap (alpha / beta) (eV): 9.14 / 6.68
HOMO level (alpha / beta) (eV): -14.1 / -12.8
Energy relative to the best compared isomer or geometry (same formula, charge and spin) (kcal/mol): 120.1
Total energy (a.u.): -453.82687

Geometry as XYZ:
```
21
Properties=species:S:1:pos:R:3:forces:R:3
C -0.037 2.968 -0.394 -1.264 1.192 0.304
C -0.044 -1.281 0.444 -1.913 0.214 -0.684
C -0.580 2.637 -2.470 1.583 0.333 -1.619
C 1.953 -0.936 1.440 0.441 -0.838 -1.602
C 1.404 -2.380 1.687 -0.518 0.736 2.811
C 0.141 1.450 -1.909 3.088 0.201 -1.101
N -0.577 3.603 -1.472 0.017 0.135 2.387
N 0.810 -0.378 0.597 2.388 -0.526 1.787
N 0.063 -2.414 1.035 1.678 -0.368 0.427
N 0.366 1.734 -0.547 0.081 2.980 0.697
H -0.145 3.482 0.549 0.636 -0.066 0.266
H -0.038 3.158 -3.284 -0.129 -0.634 -0.221
H -1.529 2.421 -2.865 -1.585 -0.147 -0.460
H 2.235 -0.404 2.348 -0.772 0.214 -0.035
H 2.868 -0.878 0.786 -0.920 -0.430 0.565
H 2.017 -3.179 1.419 1.050 -1.108 -1.139
H 1.261 -2.549 2.781 -0.099 0.323 -0.692
H -0.356 0.536 -1.806 -0.721 -1.816 -1.374
H 1.219 1.425 -2.344 -1.826 -0.782 0.128
H 0.859 0.588 0.173 -0.672 0.629 -0.229
H -0.536 -3.206 1.068 -0.543 -0.244 -0.215
```
Forces are in eV/Å.

# 6
This record from OMol25 describes a structure of composition C9H12FeN3O3P. The level of theory is wB97M-V/def2-TZVPD.

Calculated values
F_max (eV/Å): 8.06
Charge: +2
Multiplicity: 5
Orbital gap (alpha / beta) (eV): 6.72 / 4.83
HOMO level (alpha / beta) (eV): -15.8 / -15.6
Energy relative to the best compared isomer or geometry (same formula, charge and spin) (kcal/mol): 3.6
<S²>: 6.07
Total energy (a.u.): -2344.43841

Geometry as XYZ:
```
29
Properties=species:S:1:pos:R:3:forces:R:3
O -2.655 -2.426 1.801 -0.380 -0.339 0.085
C -1.830 -1.705 1.590 0.441 0.395 -0.086
Fe 1.184 1.121 -1.226 -0.326 0.113 0.127
C -0.209 2.616 -1.335 -4.194 3.646 -3.454
C 2.508 -0.375 -1.354 4.308 -6.035 -3.171
O -1.018 3.316 -1.783 3.670 -3.108 2.595
O 3.158 -1.297 -1.681 -3.660 5.286 2.347
C 1.801 3.280 3.290 -0.945 0.555 -0.304
N 0.750 2.265 3.520 0.769 -0.286 -1.013
C 1.389 1.141 4.228 0.019 -0.214 -1.073
N 2.473 0.535 3.413 -0.411 0.993 -0.399
C 3.476 1.598 3.183 0.463 -1.072 -0.210
N 2.922 2.759 2.503 -1.541 -1.128 -0.601
C 2.498 2.427 1.158 1.180 1.122 0.003
P 1.177 1.103 0.991 -0.252 -0.413 3.122
C 0.053 1.845 2.307 -0.436 0.878 0.495
C 1.970 -0.096 2.207 0.812 -0.280 0.126
H 2.165 3.525 4.283 0.104 0.540 -0.095
H 1.361 4.143 2.740 0.343 -0.420 0.680
H 0.648 0.380 4.464 0.003 0.028 0.204
H 1.864 1.560 5.098 -0.093 -0.137 0.597
H 4.294 1.190 2.555 -0.215 0.234 0.639
H 3.791 1.901 4.179 0.490 0.054 -0.194
H 2.040 3.323 0.716 0.559 -0.086 -0.195
H 3.366 2.015 0.624 -0.085 0.572 -0.146
H -0.649 1.078 2.628 -0.284 -0.049 -0.415
H -0.467 2.705 1.851 -0.021 -0.317 0.367
H 2.788 -0.606 1.678 -0.213 -0.143 0.328
H 1.202 -0.789 2.534 -0.107 -0.389 -0.360
```
Forces are in eV/Å.